Entry 1:
88
Properties=species:S:1:pos:R:3:forces:R:3:mulliken_charge:R:1 method="wB97M-V/def2-TZVPD" homo_lumo_gap_ev=6.824 total_charge=+1 total_energy_ev=-42510.5141 fmax_ev_per_a=6.2
C 5.497539 -0.083926 -0.331341 -1.38 0.29 -0.84 -0.838
C 4.747116 1.011712 -1.347936 1.04 0.16 0.93 -0.364
O 3.409445 0.507096 -1.787591 1.35 1.87 -1.39 -0.214
C 3.069946 1.117907 -3.115177 -0.24 -1.41 -0.35 -0.491
C 1.543964 0.596360 -3.510899 1.76 -1.38 0.07 -0.579
O 0.653495 0.714499 -2.346084 -0.75 2.44 -0.96 0.023
C 0.096337 2.071331 -2.202950 0.21 0.02 -2.68 -0.593
N 0.976517 2.814179 -1.222641 -4.34 3.46 2.86 0.014
C 0.251211 3.929409 -0.502975 -0.65 -1.47 -1.80 0.100
N 0.700611 4.349089 0.742632 1.16 0.65 -0.27 -0.418
N -1.008571 4.603551 -1.054267 3.73 -3.06 2.82 -0.283
C -2.027895 3.487229 -1.133134 -1.80 -0.79 0.77 -0.654
C -1.509030 2.122363 -1.877966 -1.02 -0.44 -0.20 0.118
C -2.077635 0.836867 -1.015167 -0.92 -0.29 0.00 0.839
C -1.197629 0.465007 0.316762 0.04 0.97 0.65 -1.126
C -2.346058 -0.415273 -2.042634 0.42 -0.73 -0.54 -0.534
C -2.123795 -1.904473 -1.393744 -0.34 -0.86 -0.99 -0.973
H 6.481407 0.358399 0.138371 -2.04 -0.95 -1.09 0.285
H 5.694712 -1.067655 -0.970726 -0.31 2.16 1.57 0.246
H 4.708351 -0.317963 0.510746 1.73 0.29 -1.55 0.223
H 4.593552 2.053317 -0.785940 0.28 -2.14 -1.13 0.217
H 5.478629 1.212204 -2.239492 -1.59 -0.43 1.38 0.324
H 3.790228 0.584421 -3.899012 -1.42 1.61 1.41 0.437
H 3.180932 2.282676 -3.095238 -0.17 -2.13 -0.06 0.269
H 1.129824 1.056576 -4.503983 0.68 -0.49 2.04 0.372
H 1.664683 -0.573347 -3.716354 -0.45 2.58 0.68 0.298
H 0.244693 2.611316 -3.256364 -0.37 -0.96 2.29 0.228
H 1.500057 2.181595 -0.578660 -0.34 0.75 -0.54 0.336
H 0.191852 4.162780 1.638775 0.34 0.49 -1.65 0.259
H 1.561666 4.948639 0.798555 -1.14 -1.34 0.02 0.254
H -1.294784 5.284677 -0.291066 0.61 -0.94 -1.32 0.427
H -2.304251 3.206776 -0.006157 0.44 0.42 -2.53 0.286
H -3.026113 3.941977 -1.587467 2.30 -1.21 0.71 0.170
H -2.063066 2.081256 -2.934655 1.38 0.04 2.28 0.545
H -3.152666 1.171026 -0.618140 2.51 -0.67 -0.85 -0.146
H -1.607159 -0.454455 0.932994 0.71 1.90 -1.54 0.425
H -0.052000 0.313179 0.134013 -2.18 0.09 0.08 0.114
H -1.288805 1.399219 1.054280 0.19 -1.90 -1.43 0.209
H -3.448693 -0.374413 -2.473614 2.44 0.19 0.84 0.494
H -1.640316 -0.359224 -3.004011 -1.42 0.02 2.24 0.159
H -1.078387 -2.060665 -0.868617 -2.28 0.52 -0.93 0.064
H -3.034330 -2.256121 -0.706463 2.16 0.94 -1.21 0.252
H -2.130108 -2.670037 -2.309655 0.00 1.61 1.98 0.397
C -6.841327 3.525519 0.625467 -0.16 0.13 0.17 -1.179
C -5.482635 3.733565 -0.010931 -0.27 -0.28 0.00 -0.232
O -4.776044 2.502733 -0.059186 0.06 0.01 -0.13 -0.366
H -6.734188 3.124817 1.638758 0.05 0.13 -0.13 0.298
H -7.397136 4.466072 0.674376 -0.03 -0.12 0.00 0.385
H -7.428592 2.797935 0.055785 0.03 0.15 -0.04 0.280
H -4.890889 4.444293 0.573444 0.05 -0.13 -0.05 0.333
H -5.581628 4.121837 -1.029232 -0.09 0.22 0.00 0.313
H -5.305800 1.881092 -0.587331 0.29 -0.13 0.21 0.169
C 8.489188 1.392295 4.192614 0.16 0.00 0.19 -1.025
C 8.520894 1.249659 2.684974 -0.14 0.12 0.31 -0.248
O 7.511986 0.344207 2.262116 -0.42 -0.07 -0.19 -0.485
H 8.643468 0.421178 4.674202 0.06 0.14 -0.12 0.264
H 9.264118 2.083701 4.535249 -0.11 -0.04 0.04 0.333
H 7.514070 1.761865 4.526320 0.09 0.09 -0.04 0.332
H 9.489006 0.859324 2.357576 -0.26 -0.06 -0.07 0.286
H 8.354359 2.214365 2.195995 0.20 0.10 0.03 0.256
H 6.655580 0.704100 2.550321 0.46 -0.25 -0.10 0.282
C 1.641558 -3.839572 -0.638512 -0.06 0.20 -0.13 -0.931
C 0.867908 -4.959591 0.025833 0.35 0.05 0.16 0.075
O 1.247667 -6.208919 -0.532298 0.26 -0.42 -0.13 -0.560
H 1.455104 -3.830497 -1.717377 -0.06 0.01 0.12 0.294
H 1.357038 -2.869001 -0.222585 0.11 0.01 -0.02 0.128
H 2.718969 -3.979396 -0.502748 -0.08 0.09 0.11 0.463
H -0.206759 -4.828102 -0.130980 0.09 -0.20 -0.09 0.282
H 1.059258 -4.983469 1.103008 -0.18 0.28 -0.28 -0.027
H 2.201927 -6.319938 -0.380384 -0.54 0.03 -0.10 0.323
C -7.189599 -1.686187 -0.886752 -0.16 -0.07 0.15 -1.174
C -6.808195 -0.471856 -1.707885 -0.18 -0.44 0.00 -0.218
O -5.504746 -0.035288 -1.351548 0.39 0.14 -0.01 -0.465
H -7.161419 -1.451884 0.182409 -0.07 0.04 -0.16 0.284
H -8.193916 -2.032571 -1.146218 0.13 -0.03 0.04 0.381
H -6.480651 -2.503979 -1.052298 -0.11 0.02 -0.10 0.348
H -7.506053 0.350059 -1.522845 0.22 0.00 -0.02 0.313
H -6.821353 -0.701705 -2.777693 -0.19 0.03 0.00 0.260
H -4.891398 -0.769359 -1.527497 -0.33 0.40 0.25 0.102
C 0.541362 -5.208980 5.264188 -0.06 0.05 0.23 -1.104
C 0.266553 -4.771212 3.840402 0.11 -0.32 0.22 -0.159
O 1.485670 -4.675614 3.118486 0.41 -0.09 -0.01 -0.553
H 1.207762 -4.497995 5.763397 -0.15 -0.03 -0.09 0.275
H -0.388118 -5.283138 5.835611 0.11 -0.05 0.00 0.347
H 1.043886 -6.181609 5.280240 -0.15 0.02 -0.01 0.337
H -0.215495 -3.789241 3.828024 0.19 -0.08 -0.14 0.261
H -0.388688 -5.483925 3.330312 -0.19 0.05 0.08 0.259
H 1.901822 -5.554669 3.128186 -0.18 0.45 0.06 0.293


Entry 2:
105
Properties=species:S:1:pos:R:3:forces:R:3:lowdin_spin:R:1 method="wB97M-V/def2-TZVPD" homo_lumo_gap_ev="1.864 / 7.565" s2=3.754 spin_multiplicity=4 total_charge=-1 total_energy_ev=-272781.2177 fmax_ev_per_a=3.8
Pt 0.264703 -0.108698 -0.015146 -0.42 -0.08 -0.64 1.717
As 2.811733 -1.422758 -2.715876 -0.06 -2.96 -0.06 0.009
F 3.756263 -2.029468 -1.313706 -0.87 0.65 -1.45 0.002
F 1.586353 -0.644948 -1.605256 1.83 -0.87 -2.21 0.035
F 1.798053 -0.828338 -4.142456 0.88 -0.46 1.73 0.006
F 3.945973 -2.135058 -3.917496 -1.12 0.67 1.22 0.000
F 1.921393 -2.964618 -2.616996 0.38 1.55 -0.45 0.003
F 3.742043 -0.005388 -2.666536 -0.02 0.95 -0.22 0.005
As 0.217273 0.549532 3.781904 -0.55 0.47 2.29 0.171
F 1.979043 0.322482 3.825094 1.90 -0.45 0.27 0.097
F -0.057557 -0.997528 4.647054 0.21 -1.45 0.29 0.093
F -1.588157 0.635112 3.727524 -1.82 0.46 -0.39 0.109
F 0.530523 2.130042 2.955884 -0.01 1.74 -0.86 0.112
F 0.228593 -0.260908 2.157094 0.03 -1.37 0.10 0.112
F 0.155443 1.367292 5.401724 0.25 0.44 0.40 0.092
C 4.616003 3.422132 0.581274 0.22 -0.24 0.66 0.002
C 4.976843 3.015142 2.015324 -0.43 0.45 1.65 0.003
C 3.914913 1.987352 2.547864 0.80 0.03 -2.50 0.010
S 3.624813 0.930912 1.012064 1.76 -2.47 1.47 0.014
O 2.181933 0.835462 0.795884 1.91 0.53 0.07 0.039
O 4.452813 -0.342898 1.041534 -1.99 3.18 -0.03 0.002
C 4.392653 2.103202 -0.152516 -0.27 0.28 -0.87 0.003
H 5.475813 3.968612 0.193744 -0.13 -0.04 -0.38 0.000
H 3.748893 4.080662 0.530694 -0.11 -0.18 0.09 0.001
H 4.950393 3.830572 2.738154 -0.65 0.60 -0.22 0.001
H 6.050013 2.857102 2.122294 0.01 -1.37 -0.38 0.000
H 2.967523 2.524842 2.588524 -0.14 -0.24 0.54 0.005
H 4.113583 1.346222 3.406684 -0.06 0.20 -0.22 0.005
H 3.720963 2.183822 -1.007176 -0.14 0.02 0.15 0.000
H 5.333603 1.732762 -0.559316 -0.07 -0.50 0.44 0.000
C 0.333293 3.314682 -4.482516 0.33 -1.04 -0.19 0.001
C -1.002837 3.359132 -3.837106 -1.76 1.74 1.58 0.001
C -0.750557 3.872302 -2.376776 0.75 -0.74 -0.76 0.004
S 0.787613 2.922462 -1.864416 -1.66 0.24 0.61 0.016
O 0.462623 1.697662 -1.107406 0.49 3.27 -1.76 0.048
O 1.702313 3.926842 -1.332236 -0.27 -1.18 -0.34 0.007
C 1.191293 2.457462 -3.552796 1.02 -0.06 -0.39 0.003
H 0.667773 4.341722 -4.628886 0.38 -0.13 0.09 0.000
H 0.209963 2.835002 -5.453486 0.47 0.03 -0.12 0.000
H -1.666667 2.495402 -3.874646 0.55 -0.36 0.06 0.000
H -1.546437 4.163732 -4.332316 -0.41 -0.02 -0.02 0.000
H -1.563097 3.857952 -1.650376 0.13 -0.54 -0.18 0.000
H -0.386807 4.893332 -2.492026 0.17 0.02 0.29 0.001
H 0.980483 1.399542 -3.709236 -0.14 -0.03 0.34 0.000
H 2.270723 2.565362 -3.658976 0.01 0.12 -0.02 0.000
C -3.918457 -0.936538 -4.248466 -0.95 -1.50 -0.44 0.001
C -2.805347 -0.224498 -4.947496 1.09 1.33 0.38 0.000
C -1.491517 -0.846658 -4.442056 -0.20 -0.25 -0.55 0.003
S -1.754237 -1.381258 -2.731666 -0.40 0.59 1.16 0.011
O -1.225817 -0.426548 -1.741196 -1.11 -0.50 -2.00 0.038
O -1.358287 -2.744708 -2.580456 -0.04 -0.64 -0.21 0.001
C -3.609967 -1.208858 -2.809706 1.18 1.50 1.08 0.003
H -3.998087 -1.945458 -4.653246 -0.31 -0.01 -0.66 0.000
H -4.881967 -0.437438 -4.351676 0.02 -0.03 -0.08 0.000
H -2.844927 0.839702 -4.715106 0.06 0.14 0.33 0.000
H -2.864877 -0.224398 -6.035866 -0.05 -0.49 0.01 0.000
H -0.556877 -0.295678 -4.546766 -0.20 0.17 0.21 0.000
H -1.373357 -1.770178 -5.008836 0.26 -0.24 0.29 0.001
H -3.746307 -0.302048 -2.220466 -0.12 0.05 0.27 0.000
H -4.186437 -2.010488 -2.348006 0.50 -0.17 -0.10 0.001
C 3.824123 -3.833208 2.815894 -1.35 0.41 -0.95 0.001
C 4.131313 -4.104648 1.346544 0.58 0.92 -0.38 0.001
C 2.813673 -4.440048 0.626884 -0.40 -0.65 0.75 0.005
S 1.544113 -3.270038 1.366944 1.06 0.28 0.56 0.011
O 0.393833 -4.031338 1.846204 0.88 0.24 -0.51 0.001
O 1.321213 -2.069928 0.563134 0.61 -2.09 0.32 0.030
C 2.663513 -2.807298 2.734644 0.22 0.38 0.36 0.004
H 4.712683 -3.385388 3.260884 -0.25 -0.17 0.38 0.001
H 3.547613 -4.803648 3.228084 -0.03 0.21 0.67 0.000
H 4.965123 -4.806408 1.366704 -0.46 -0.71 -0.74 0.000
H 4.580843 -3.200688 0.935594 -0.22 0.19 -0.26 0.000
H 2.467983 -5.399908 1.010634 -0.21 -0.11 0.26 0.001
H 2.744723 -4.574658 -0.452566 0.29 0.88 -0.01 0.000
H 2.091793 -2.512458 3.614594 -0.26 -0.59 0.12 0.004
H 3.119603 -1.858698 2.451364 -0.10 0.03 -0.50 0.002
C -4.195977 3.326562 2.238454 -0.06 -0.82 0.82 0.004
C -2.873207 4.109392 2.523134 -0.16 -0.78 -1.71 0.007
C -1.863557 3.732912 1.325934 -0.77 -0.66 1.64 0.008
S -2.448797 2.058922 0.710484 -0.04 0.29 0.41 0.016
O -1.405427 1.052932 0.846404 -1.68 1.28 0.52 0.043
O -3.000767 2.241632 -0.631926 -0.09 0.08 0.46 0.002
C -3.835027 1.845842 1.952684 0.83 1.07 -0.94 0.012
H -4.860897 3.731342 1.475484 0.59 0.24 -0.51 0.000
H -4.866017 3.318702 3.098144 0.25 0.07 0.43 0.002
H -2.404447 3.777312 3.449454 -0.16 -0.21 -0.05 0.004
H -3.082127 5.174152 2.626734 0.22 0.03 -0.31 0.001
H -0.896547 3.533812 1.787824 0.23 -0.10 -0.24 0.006
H -1.777257 4.453272 0.512464 -0.31 -0.21 0.00 0.001
H -3.414327 1.340982 2.822294 0.21 -0.04 -0.09 0.006
H -4.614967 1.253752 1.473894 0.18 0.07 -0.03 0.001
C -3.467457 -4.704618 1.645664 0.53 -1.19 0.61 0.001
C -3.542567 -3.931908 2.988524 0.03 0.46 -0.93 0.001
C -2.425627 -2.876328 2.867704 -0.22 -0.12 0.20 0.004
S -2.628737 -2.174618 1.171474 0.79 0.11 2.01 0.007
O -1.331227 -1.900318 0.597754 -1.17 -0.83 -0.16 0.012
O -3.607157 -1.086348 1.200024 0.24 -1.23 -0.39 0.002
C -3.335607 -3.726428 0.517064 -1.00 1.29 -0.85 0.002
H -4.295807 -5.377548 1.424044 -0.43 0.24 0.31 0.000
H -2.639087 -5.410088 1.710554 0.47 0.31 -0.13 0.000
H -3.408497 -4.589248 3.847614 0.08 0.07 -0.08 0.000
H -4.513637 -3.443038 3.066884 -0.10 0.05 0.15 0.000
H -1.456357 -3.364928 2.967154 0.11 0.06 -0.66 0.001
H -2.388367 -2.105298 3.637274 -0.38 0.38 -0.30 0.004
H -2.878607 -3.996658 -0.434896 0.58 -0.21 0.39 0.000
H -4.349697 -3.435998 0.242554 -0.18 0.25 -0.04 0.001


Entry 3:
20
Properties=species:S:1:pos:R:3:forces:R:3:mulliken_charge:R:1 method="wB97M-V/def2-TZVPD" homo_lumo_gap_ev=9.354 smiles="[H]/N=C(/N)NC.CC(=O)O" relative_energy_ev=2.137 total_energy_ev=-12890.6927 fmax_ev_per_a=4.5
H -1.954838 -1.277173 -2.662195 0.25 -0.60 -0.07 0.189
N -1.176066 -1.014197 -2.067212 -0.51 0.96 1.26 -0.655
C -0.805446 -1.857783 -1.178559 -0.53 0.08 -1.82 0.467
N 0.140823 -1.502949 -0.206841 2.20 -1.01 0.14 -0.541
N -1.135518 -3.221880 -1.228001 1.77 0.24 1.76 -0.230
C -0.151296 -4.223429 -0.611365 -1.45 1.25 -0.90 -0.717
H 1.080663 -1.771395 -0.566036 -0.90 0.20 0.67 0.243
H 0.251416 -0.564825 0.149711 -0.75 0.27 -0.73 0.173
H -2.099908 -3.437950 -1.411705 0.21 -0.32 -0.04 0.233
H 0.252421 -4.686555 -1.530563 -0.17 -0.90 1.13 0.290
H -0.613966 -4.781677 0.225870 0.15 -0.41 -1.07 0.304
H 0.668218 -3.708222 -0.113361 -0.24 0.26 -0.26 0.245
C 1.535575 4.192789 1.254789 2.79 1.04 1.45 -0.837
C 0.822146 2.937471 1.385388 -3.46 -2.01 -2.01 0.694
O 1.165747 1.900172 1.871413 0.99 0.14 0.62 -0.544
O -0.451319 2.920726 0.743194 1.51 0.87 0.77 -0.482
H 2.568934 4.023244 0.792524 -1.76 0.31 -0.13 0.257
H 1.906802 4.383516 2.280740 -0.31 0.03 -0.11 0.281
H 0.996517 5.105498 0.996686 0.03 -0.57 -0.64 0.306
H -0.814550 2.035102 0.904479 0.18 0.16 -0.02 0.323


Entry 4:
13
Properties=species:S:1:pos:R:3:forces:R:3:mulliken_charge:R:1 method="wB97M-V/def2-TZVPD" homo_lumo_gap_ev="8.421 / 8.396" relative_energy_ev=6.350 total_energy_ev=-7793.2940 fmax_ev_per_a=0.7
O -1.166137 -0.868769 1.983816 -0.15 -0.09 0.30 -0.381
N -0.091857 -1.123876 1.144562 0.27 0.29 -0.53 -0.473
C -0.027813 -0.294255 0.177273 -0.09 -0.16 0.24 0.582
C -0.962118 0.862608 -0.040799 -0.04 0.04 0.06 -1.099
C 1.784807 0.774494 -0.875514 -0.24 -0.22 -0.31 -0.561
C 1.092575 -0.547331 -0.832812 0.16 -0.03 0.09 -0.111
H -1.053046 -1.532158 2.676270 -0.04 0.12 -0.13 0.364
H -1.698233 0.620831 -0.816800 0.10 0.01 0.09 0.274
H -1.492092 1.109622 0.878734 0.03 -0.05 -0.14 0.365
H 1.307386 1.338670 -1.708957 0.15 -0.01 0.19 0.197
H -0.405902 1.744512 -0.374872 -0.10 -0.11 0.05 0.343
H 0.639944 -0.902816 -1.772659 0.06 0.13 0.11 0.248
H 1.727602 -1.326172 -0.401871 -0.11 0.09 -0.02 0.253